ORCA calculation (ωB97M-V/def2-TZVPD) on a 2-piece molecular cluster, C5H14 overall in a non-equilibrium geometry.

CARTESIAN COORDINATES (ANGSTROEM)
C 2.238 1.762 -0.308
C 2.404 0.580 -1.214
H 1.876 2.683 -0.781
H 1.549 1.589 0.518
H 3.075 2.190 0.263
H 2.455 -0.317 -0.586
H 3.269 0.495 -1.871
H 1.590 0.512 -1.942
C -1.611 -0.239 0.746
C -0.514 -1.340 0.662
C -2.888 -0.847 0.333
H -1.250 0.522 -0.013
H -1.669 0.316 1.683
H -0.856 -2.146 1.325
H -0.279 -1.878 -0.266
H -3.513 -1.282 1.119
H -2.732 -1.631 -0.418
H 0.422 -0.845 0.952
H -3.564 -0.124 -0.203

Max |F|: 0.044 Eh/bohr
Lowest unoccupied orbital energy (spin up / spin down): -3.12 / -10.84 eV
Spin multiplicity: 2
Orbital gap (spin up / spin down): 11.531 / 3.806 eV
Charge: +1
⟨S²⟩: 0.7528
Energy relative to the best compared isomer or geometry (same formula, charge and spin): 13.3 kcal/mol

Atomic partial charges in e from the natural (NBO) method, atoms 1 to 5: C -0.63; C -0.62; H 0.22; H 0.18; H 0.23